{"formula": "C18H12IrN4OS2", "method": "ωB97M-V with the def2-TZVPD basis set", "e_tot_ha": -1887.830835, "e_lumo_ha": [-0.1904, -0.1903], "e_above_lowest_ev": 0.000, "total_charge": 1, "elements": ["Ir", "S", "C", "C", "N", "C", "S", "C", "N", "C", "C", "O", "C", "C", "C", "C", "C", "C", "H", "H", "H", "H", "H", "H", "H", "H", "N", "C", "C", "C", "C", "C", "N", "C", "H", "H", "H", "H"], "xyz": [[-1.0987, 0.0545, 0.9153], [-1.2927, -1.7688, 2.1712], [-2.8539, -2.3640, 1.7875], [-3.2187, -3.6468, 2.3032], [-3.5114, -4.6765, 2.7188], [-3.7174, -1.6090, 1.0414], [-3.2437, -0.0412, 0.5168], [-5.0336, -2.0495, 0.7051], [-6.0897, -2.4033, 0.4246], [-0.1469, 4.1296, -0.4123], [-0.0582, 2.7595, 0.1570], [-1.0366, 2.0017, 0.0663], [1.1882, 2.2604, 0.7808], [2.4242, 2.7862, 0.4157], [3.5946, 2.1836, 0.8570], [3.5391, 1.0653, 1.6780], [2.3104, 0.5567, 2.0833], [1.1447, 1.1538, 1.6365], [-1.1797, 4.3482, -0.6685], [0.4597, 4.1896, -1.3193], [0.2399, 4.8664, 0.2914], [2.4771, 3.6468, -0.2377], [4.5518, 2.5883, 0.5582], [4.4535, 0.6012, 2.0220], [2.2619, -0.2817, 2.7653], [0.2096, 0.8649, 2.1588], [-1.5072, -4.5456, -3.2642], [-0.9415, -3.6323, -2.8619], [-0.2348, -2.4889, -2.3575], [0.9347, -2.0347, -2.9565], [1.5591, -0.9283, -2.4127], [1.0109, -0.3131, -1.3053], [-0.1199, -0.7488, -0.7276], [-0.7325, -1.8252, -1.2477], [1.3363, -2.5431, -3.8223], [2.4728, -0.5362, -2.8349], [1.4889, 0.5428, -0.8583], [-1.6402, -2.1623, -0.7674]], "forces_ev_per_a": [[0.27, 0.10, -0.22], [-0.08, 0.06, -0.03], [-0.06, 0.02, -0.05], [-0.06, -0.01, 0.01], [0.04, -0.01, 0.01], [0.05, -0.02, 0.06], [0.01, -0.19, 0.07], [-0.03, -0.05, 0.00], [0.00, 0.04, -0.01], [-0.05, 0.02, -0.02], [0.02, -0.20, 0.07], [0.17, 0.23, 0.00], [-0.16, 0.11, -0.08], [0.01, 0.02, -0.02], [-0.02, -0.02, 0.02], [0.01, 0.02, -0.01], [0.01, -0.01, 0.03], [0.17, -0.12, -0.08], [0.01, 0.02, 0.00], [0.00, 0.00, 0.00], [0.00, 0.00, 0.00], [0.01, 0.00, 0.00], [0.00, 0.00, 0.00], [0.00, 0.00, 0.00], [0.00, -0.01, -0.01], [-0.19, 0.00, 0.15], [0.00, 0.00, 0.00], [-0.01, -0.01, 0.00], [0.00, 0.03, 0.02], [0.01, -0.01, -0.01], [0.01, 0.00, -0.01], [-0.03, 0.02, 0.07], [-0.13, -0.08, 0.04], [-0.01, 0.00, 0.00], [0.00, 0.01, 0.00], [0.00, 0.00, 0.00], [0.01, 0.02, 0.01], [0.01, -0.01, -0.01]]}